[1]
The following is a quantum chemistry calculation of a 8-piece molecular cluster, C27H52ClO19S5 overall, from the OMol25 dataset.

Geometry as XYZ:
```
104
Properties=species:S:1:pos:R:3:forces:R:3
Cl -22.4341 -37.9240 -1.1095 0.368 -0.499 0.473
O -23.4885 -36.9813 -1.3915 0.054 -0.122 0.627
O -21.1873 -37.3635 -1.5867 0.221 -0.051 -0.407
O -22.2476 -38.2253 0.3030 -0.497 0.784 0.241
O -22.7320 -39.1817 -1.7359 0.052 -0.169 -0.800
O -23.3230 -39.4881 4.7599 -0.071 -0.063 -0.163
S -22.1319 -40.2175 5.0692 0.600 -0.384 -0.127
O -21.6921 -40.3156 6.4308 -0.248 -0.360 -0.559
O -22.2542 -41.7278 4.4900 0.054 0.926 0.728
C -23.0607 -41.9577 3.3388 -1.057 -0.351 -1.261
C -22.3562 -41.7255 2.0076 1.495 0.375 0.476
C -20.7625 -39.5843 4.1277 -0.526 0.428 0.396
H -23.9760 -41.3598 3.3149 0.227 0.299 0.550
H -23.4469 -42.9735 3.4296 0.479 -0.160 0.108
H -22.7575 -42.3079 1.1830 -0.373 0.265 -0.013
H -21.2863 -41.9738 2.0482 -0.166 -0.540 0.293
H -22.2731 -40.6574 1.7921 -0.724 -0.050 -0.418
H -19.9164 -40.2463 4.2753 0.048 0.028 -0.132
H -20.5796 -38.6095 4.5797 0.238 -0.045 0.005
H -21.0456 -39.4198 3.0915 0.018 -0.253 -0.041
O -16.2019 -38.0162 1.5267 0.158 0.490 0.437
S -17.5381 -37.6838 1.9108 -0.610 -0.175 -1.729
O -17.9897 -37.9247 3.2578 -0.023 0.358 -0.660
O -17.7770 -36.1362 1.4571 -0.102 -1.178 0.772
C -19.0732 -35.5683 1.8423 0.498 0.444 0.099
C -18.7603 -34.5247 2.8951 -0.446 -0.018 0.376
C -18.5764 -38.4629 0.6271 0.268 0.003 1.203
H -19.7637 -36.3471 2.1652 0.129 -0.018 0.217
H -19.4997 -35.1301 0.9396 0.133 0.001 0.097
H -18.0221 -33.8084 2.5384 -0.069 0.015 -0.217
H -18.3436 -34.9806 3.7935 -0.041 -0.163 -0.050
H -19.6628 -33.9836 3.1946 0.045 -0.009 -0.111
H -18.1503 -39.4462 0.4445 0.019 -0.003 0.045
H -18.4633 -37.8285 -0.2442 -0.144 -0.112 -0.062
H -19.6050 -38.5558 0.9695 -0.101 0.189 -0.228
O -23.1301 -30.3062 -4.1992 -0.053 -0.307 0.836
S -22.5743 -30.3852 -2.8767 0.989 -0.363 -0.567
O -23.0726 -29.5620 -1.8030 0.269 -0.587 -0.605
O -22.5747 -31.9475 -2.4338 -0.430 1.331 -0.483
C -22.3382 -32.2230 -1.0399 0.437 -0.281 0.688
C -22.3469 -33.7358 -0.8889 0.295 0.783 -0.029
C -20.7849 -30.1600 -3.0255 -0.680 -0.146 0.615
H -23.0539 -31.6951 -0.4113 -0.208 -0.081 -0.235
H -21.3360 -31.8808 -0.7581 -0.080 0.279 -0.118
H -23.1037 -34.1378 -1.5583 0.005 -0.410 0.304
H -22.5144 -33.9952 0.1549 -0.276 -0.154 -0.062
H -21.3417 -34.0660 -1.1470 -0.332 -0.419 -0.194
H -20.5764 -29.1929 -3.4722 -0.097 0.146 0.241
H -20.3104 -30.9439 -3.6082 -0.399 -0.148 -0.111
H -20.4623 -30.2551 -1.9888 0.409 0.350 -0.124
O -26.3094 -34.8223 2.6998 -0.072 -0.304 -0.307
S -26.3273 -36.2498 2.6007 0.383 -0.779 -0.448
O -27.2101 -37.0117 3.4513 0.460 0.263 -0.403
O -26.6380 -36.6106 1.0406 0.129 0.972 1.062
C -26.9549 -37.9590 0.6843 -0.406 -0.649 0.234
C -28.4424 -38.2224 0.7895 -0.825 0.149 0.197
C -24.6206 -36.8752 2.7030 -1.513 0.142 0.225
H -26.4410 -38.6630 1.3441 0.193 0.106 -0.058
H -26.5806 -38.0893 -0.3287 0.084 0.056 0.024
H -29.0499 -37.7030 0.0456 0.315 0.072 -0.183
H -28.8292 -37.8913 1.7549 0.247 -0.012 0.059
H -28.6998 -39.2817 0.7228 0.325 -0.054 -0.148
H -24.1479 -36.3914 3.5528 0.110 0.218 -0.183
H -24.2228 -36.6454 1.7193 0.496 -0.126 0.161
H -24.7019 -37.9351 2.9318 0.199 -0.078 -0.296
O -24.2702 -34.7863 -6.7085 0.056 -0.493 0.850
S -23.9655 -35.4930 -5.4912 1.110 -0.178 -0.212
O -24.9857 -36.0198 -4.6336 0.230 0.359 -0.366
O -22.9998 -36.7163 -5.9668 -0.812 0.977 0.108
C -22.5096 -37.5898 -4.9657 0.959 -2.074 0.614
C -22.2011 -38.9297 -5.6164 0.037 -0.101 -0.499
C -22.7523 -34.5729 -4.5393 -0.445 0.295 0.155
H -23.1907 -37.8659 -4.1581 -0.380 0.983 -0.058
H -21.5479 -37.2818 -4.5431 -0.354 0.748 0.126
H -21.2415 -38.9233 -6.1377 -0.171 0.086 -0.239
H -23.0121 -39.1554 -6.3116 0.145 -0.226 -0.037
H -22.1304 -39.7230 -4.8717 -0.133 0.128 0.135
H -23.1565 -33.6362 -4.1528 -0.322 -0.106 -0.252
H -21.9166 -34.3321 -5.1914 -0.009 -0.205 -0.072
H -22.4494 -35.1518 -3.6678 -0.022 -0.251 -0.179
C -21.3614 -42.5615 -1.9972 -0.377 0.194 0.671
C -22.3439 -42.7625 -2.9662 0.763 0.019 -0.275
C -22.5986 -44.0398 -3.4166 0.006 -0.910 -0.210
C -21.9712 -45.1600 -2.8433 -0.560 1.067 0.181
C -21.0901 -44.9349 -1.7988 0.118 -0.602 0.046
C -20.7652 -43.6534 -1.3747 -0.227 -0.166 -0.374
H -21.1620 -41.5540 -1.6517 0.056 0.024 -0.068
H -22.8388 -41.9324 -3.4516 0.018 0.150 0.204
H -23.2802 -44.1769 -4.2482 -0.127 -0.053 0.114
H -22.2719 -46.1586 -3.1256 0.201 -0.057 -0.157
H -20.6471 -45.7854 -1.2916 0.034 0.024 -0.017
H -20.0722 -43.5796 -0.5473 0.053 0.401 -0.060
C -18.9595 -35.1248 -1.5097 -0.391 -0.318 -0.885
C -19.6390 -34.9414 -2.7297 1.238 0.342 1.081
C -19.2662 -33.8227 -3.4701 -0.348 0.165 -0.680
C -18.3283 -32.8982 -3.0155 0.864 -0.375 0.356
C -17.6410 -33.1324 -1.8266 -0.597 0.341 -0.234
C -18.0049 -34.2267 -1.0767 0.404 -0.609 0.722
H -19.1235 -36.0433 -0.9592 -0.289 0.232 0.050
H -20.3742 -35.6912 -2.9835 0.019 0.155 -0.417
H -19.6422 -33.6695 -4.4770 -0.328 -0.005 0.128
H -17.9926 -32.0514 -3.6015 -0.327 -0.058 -0.302
H -16.8417 -32.4862 -1.4879 -0.079 0.125 -0.050
H -17.5023 -34.4528 -0.1409 0.109 0.125 -0.154
```
Forces are in eV/Å.

Charge: -1
ΔE to the lowest compared entry with this formula, charge and spin in kcal per mole: 10.0
Energy in eV: -134436.5316

---

[2]
The following is a quantum chemistry calculation of a 14-piece molecular cluster, C27H52N10O30S4 overall, from the OMol25 dataset.

Geometry as XYZ:
```
123
Properties=species:S:1:pos:R:3:forces:R:3
C -5.5131 3.1627 5.8056 1.262 1.185 1.009
N -4.7000 1.9582 5.5426 -1.553 -1.161 -1.980
O -4.7001 1.1082 6.3751 0.153 -0.953 2.541
O -4.2587 1.7319 4.4423 0.633 1.151 -1.215
H -5.3836 3.2433 6.8848 -0.567 0.365 -0.061
H -6.5617 3.0985 5.5149 0.348 -0.512 -0.158
H -5.0066 4.0042 5.3330 -0.276 -0.088 -0.175
C -0.7404 -2.5303 7.2211 0.426 0.999 -0.452
N 0.3128 -2.1987 6.2057 -0.104 0.794 1.574
O 0.6089 -1.0191 6.0513 -0.395 -0.729 -0.371
O 0.8829 -3.1485 5.7741 1.129 -0.921 -1.509
H -0.7469 -3.6123 7.3532 -0.224 0.351 -0.084
H -1.6374 -2.0661 6.8113 -0.202 -0.268 0.502
H -0.3370 -1.9847 8.0742 -0.639 -0.196 0.291
C 5.6984 -3.6419 2.7456 -0.935 0.455 -0.115
N 5.8670 -4.8173 3.6212 -3.161 -2.446 -2.450
O 6.7855 -4.8146 4.3301 3.264 0.157 2.753
O 5.0557 -5.7735 3.5433 0.842 1.970 -0.250
H 6.5540 -2.9765 2.8604 -0.175 -0.266 0.065
H 4.7828 -3.2031 3.1422 0.056 0.368 -0.270
H 5.5262 -3.9267 1.7076 0.083 -0.235 0.228
C -7.5416 0.6074 1.6216 -0.644 -0.643 1.432
N -6.9180 1.6432 0.7943 0.096 0.646 -1.575
O -7.3252 2.7926 0.9309 0.579 -1.053 0.034
O -6.1198 1.2765 -0.0737 -0.703 0.405 1.179
H -8.3839 0.1445 1.1074 0.299 0.150 -0.462
H -7.9743 1.0663 2.5105 0.218 0.247 -0.163
H -6.8460 -0.1662 1.9471 0.205 0.246 -0.459
C 8.1602 1.7579 0.9534 -0.947 -1.224 -0.253
N 8.4417 1.8836 -0.5501 0.480 0.090 -0.381
O 8.3514 2.9920 -1.0571 -0.044 -0.708 0.591
O 8.7523 0.8662 -1.1787 -0.483 1.156 1.240
H 9.0010 1.9487 1.6204 0.220 0.192 -0.696
H 7.8338 0.7237 1.0630 0.401 -0.065 0.038
H 7.2866 2.3285 1.2688 0.329 0.560 -0.557
C -5.2618 -4.8620 6.1915 0.087 -0.913 0.737
N -4.8156 -5.0356 4.8052 0.845 -1.299 -2.164
O -4.0743 -4.1558 4.3676 -1.064 -0.837 0.195
O -5.0224 -6.1405 4.2365 0.107 2.765 1.387
H -5.3900 -3.8284 6.5128 0.146 -0.150 -0.505
H -4.3900 -5.3236 6.6551 -0.115 0.257 0.718
H -6.1126 -5.5008 6.4284 0.011 0.194 -0.368
C 1.9200 3.4897 3.8404 -0.811 -0.171 0.457
N 3.0306 4.5034 3.8098 -0.193 0.066 1.194
O 3.4263 4.9382 4.8692 -0.213 -0.415 0.896
O 3.4625 4.9025 2.7715 -0.002 -0.267 -1.890
H 1.1934 3.7311 3.0646 0.393 -0.060 -0.126
H 1.4189 3.5294 4.8075 0.242 0.505 -0.017
H 2.2470 2.4513 3.7863 0.595 0.312 -0.543
C -0.4867 -7.2574 1.0479 0.181 2.119 0.448
C 0.6232 -7.6187 0.1292 2.205 0.056 0.665
O 0.4187 -8.9442 -0.0845 -0.968 -5.026 -1.198
S -0.0520 -9.7557 1.2917 0.999 0.311 -0.869
O 1.1233 -9.9049 2.1627 -2.658 0.058 -1.705
O -0.9190 -10.8948 0.9479 2.103 3.076 0.910
O -0.8823 -8.4339 1.7317 -0.488 -1.052 0.686
H -1.3138 -6.7608 0.5405 -0.342 -0.565 0.091
H -0.0507 -6.5318 1.7346 -0.452 -0.082 0.493
H 1.5943 -7.6529 0.6232 0.200 1.117 0.503
H 0.8019 -7.0857 -0.8047 -0.774 -0.016 -0.011
C 4.9612 4.2667 -4.5357 0.588 0.387 0.840
C 4.2870 5.0678 -3.3779 1.351 -0.971 -1.243
O 2.9163 4.9481 -3.6908 -1.840 0.154 -1.261
S 2.6187 4.7798 -5.3031 0.246 -1.643 -3.047
O 2.0843 5.9898 -5.9577 1.399 -2.607 2.192
O 1.9964 3.4661 -5.6709 1.386 3.772 1.908
O 4.2748 4.5909 -5.7016 -3.333 1.402 -0.316
H 4.8701 3.1846 -4.4419 0.564 -0.018 0.583
H 5.9512 4.6849 -4.7175 0.286 -0.708 0.359
H 4.6620 6.0897 -3.4342 -0.453 0.185 0.147
H 4.4783 4.6321 -2.3973 -0.213 0.018 -0.131
C -0.7151 0.5193 0.0171 -2.124 -0.992 -0.910
C -0.3845 -0.8469 0.5587 -0.016 0.656 0.648
O 0.7319 -1.2370 -0.2506 1.212 0.325 -0.795
S 1.6581 0.0880 -0.5803 2.369 1.413 0.921
O 2.0707 0.2344 -1.9846 -1.197 -1.153 3.161
O 2.6575 0.3395 0.4963 -2.274 -1.317 -2.832
O 0.4870 1.1167 -0.2690 1.808 1.442 0.055
H -1.3560 1.0983 0.6820 0.375 0.200 -0.014
H -1.1767 0.4164 -0.9649 -0.786 -0.145 0.131
H -1.2191 -1.5457 0.5016 0.362 -0.142 -0.392
H -0.0873 -0.7408 1.6020 0.264 -0.274 0.071
C -2.0834 6.1198 -1.1478 0.584 -1.028 0.922
C -2.9023 7.3272 -1.4516 -0.575 0.251 -1.530
O -3.0324 8.1149 -0.3058 -0.046 0.238 2.841
S -2.6277 7.2111 1.0450 -2.905 -2.394 -3.183
O -3.7396 6.2624 1.2802 2.413 2.182 -0.100
O -2.0957 8.0057 2.0830 0.308 -0.092 -0.453
O -1.5281 6.4221 0.1519 0.634 -0.256 1.312
H -1.2798 5.8999 -1.8506 0.195 0.433 0.279
H -2.6856 5.2123 -1.1034 -0.092 0.053 0.350
H -3.8724 6.9539 -1.7799 -0.125 0.583 -0.289
H -2.3886 7.9533 -2.1811 -0.400 -0.008 -0.179
N -1.7184 -1.4326 -6.5838 0.865 0.397 1.316
C -1.5538 -1.7026 -5.2271 -0.023 0.024 -0.559
C -2.2382 -2.8470 -4.9315 -0.382 -0.069 -1.277
C -2.8388 -3.3021 -6.1958 0.040 -0.085 1.744
C -2.4676 -2.4111 -7.1409 -0.018 0.268 -1.075
H -1.2750 -0.6684 -7.0731 -0.148 -0.282 0.109
H -0.9241 -1.1054 -4.5842 -0.096 0.122 -0.205
H -2.2648 -3.2824 -3.9436 -0.194 -0.151 -0.199
H -3.5334 -4.1158 -6.3437 0.267 -0.076 0.052
H -2.6198 -2.3840 -8.2098 -0.290 -0.127 0.117
N -4.9957 3.6228 -4.4259 0.875 0.004 -0.783
C -5.9731 4.4029 -5.0086 0.244 0.654 0.999
C -5.3764 5.2045 -5.9643 -1.671 -1.096 0.580
C -4.0677 4.7516 -6.0875 1.614 0.615 -0.329
C -3.8005 3.8229 -5.1076 -1.074 0.019 -0.039
H -5.0076 2.9803 -3.6467 -0.717 0.219 -0.210
H -6.9706 4.4907 -4.6042 0.108 -0.260 0.058
H -5.9358 5.9611 -6.4944 0.342 -0.085 -0.234
H -3.3940 5.1702 -6.8206 0.306 -0.263 0.173
H -2.9361 3.2265 -4.8559 -0.009 0.194 -0.152
N 7.1442 -3.7578 -2.9236 -0.805 2.706 -0.291
C 5.9845 -2.9835 -2.9744 1.878 1.755 -0.703
C 4.9408 -3.8066 -2.8296 -2.547 -0.266 0.527
C 5.3888 -5.0886 -2.5310 1.698 -0.806 -0.654
C 6.7563 -4.9815 -2.6979 0.575 -3.854 1.395
H 8.1096 -3.4625 -2.9524 -0.438 0.143 -0.076
H 6.0672 -1.9163 -3.1175 -0.199 -0.140 -0.152
H 3.8783 -3.6430 -2.9335 0.118 0.775 0.145
H 4.8380 -5.9871 -2.2947 0.021 0.156 -0.200
H 7.5566 -5.6970 -2.5800 -0.308 -0.443 0.054
```
Forces are in eV/Å.

Energy in eV: -148479.5460

---

The evaluated largest force on an atom for the records listed, in turn: 2.37 5.26 eV/Å.
The evaluated frontier orbital gap for the records listed, in turn: 9.709 7.600 eV.